Formula: C26H23NO7PPd
Source: the OMol25 dataset
Level of theory: the ωB97M-V functional and the def2-TZVPD basis

Computed properties:
Orbital gap, eV: 8.06
Energy above the lowest of the compared OMol25 structures with the same formula, charge and spin, kcal per mole: 4.7
LUMO level, eV: 2.6
Energy, a.u.: -2055.31238
Total charge: -1

Cartesian coordinates (Å):
Pd: -0.44345 -0.18414 0.23817
O: 2.67140 1.04450 -2.44802
C: 1.84417 1.05474 -1.53754
O: 1.01611 0.12030 -1.28659
C: 1.74367 2.34428 -0.70513
C: 0.41507 3.05701 -1.03486
C: 0.45161 4.50757 -0.51722
C: 0.19707 4.29672 0.99807
C: 0.18553 2.76613 1.07344
O: -0.50656 2.42926 -0.13738
C: 1.62533 2.24446 0.84369
C: 1.96505 0.90192 1.52371
O: 3.04468 0.81566 2.09037
O: 1.06732 -0.02783 1.56933
H: 2.59822 2.95884 -0.98123
H: 0.06944 2.92652 -2.05754
H: -0.33234 5.10974 -0.97621
H: 1.41181 4.97985 -0.72560
H: -0.77792 4.68906 1.28939
H: 0.95856 4.74581 1.63546
H: -0.33349 2.32703 1.92347
H: 2.34041 2.93795 1.28520
C: -5.64837 -2.96730 1.14890
C: -5.35528 -2.19007 2.25811
C: -4.05714 -1.75172 2.48010
C: -3.04324 -2.09371 1.59276
C: -3.34379 -2.87498 0.47740
C: -4.63879 -3.30967 0.25844
P: -1.33482 -1.50629 1.76108
C: -0.38822 -3.06471 1.82027
C: -0.91431 -4.19621 2.44440
C: -0.18196 -5.37129 2.49967
C: 1.08450 -5.42293 1.93085
C: 1.61188 -4.30051 1.31176
C: 0.88170 -3.12109 1.25434
C: -1.23177 -0.80019 3.42856
C: -0.61207 -1.42991 4.50039
C: -0.54306 -0.79367 5.73221
C: -1.09441 0.46757 5.89847
C: -1.70964 1.10190 4.82717
C: -1.77020 0.47522 3.59382
H: -6.66306 -3.30171 0.97298
H: -6.13855 -1.91588 2.95355
H: -3.83864 -1.14340 3.34752
H: -2.56282 -3.12214 -0.23151
H: -4.86264 -3.90542 -0.61705
H: -1.90686 -4.15982 2.87842
H: -0.60058 -6.24592 2.98168
H: 1.65747 -6.34125 1.96854
H: 2.59717 -4.33336 0.86551
H: 1.30124 -2.24495 0.77621
H: -0.16099 -2.40462 4.37040
H: -0.04310 -1.28133 6.55938
H: -1.03253 0.96393 6.85873
H: -2.12829 2.09301 4.94827
H: -2.22459 0.97240 2.74213
O: -3.20975 0.72993 0.15103
N: -3.09293 0.08460 -0.86526
O: -1.95759 -0.47844 -1.07091

Here are the natural (NBO) charges for atoms 1 to 2, given in e:
1 Pd 0.828
2 O -0.696